15
Properties=species:S:1:pos:R:3:forces:R:3:nbo_charge:R:1 method="wB97M-V/def2-TZVPD" total_energy_ev=-9405.24981 charge=0 relative_energy_kcal_mol=105.7 max_force_ev_per_a=5.554
C 0.7900 -0.4249 0.5248 4.7 -0.3 2.9 -0.434
C 0.4430 0.7852 -0.0785 -5.0 0.6 -2.1 -0.458
C -1.9470 -0.7295 -1.4290 0.4 0.0 0.0 -0.747
C -1.5747 0.2659 -0.3525 0.9 2.3 0.3 0.609
C 2.4252 0.3837 1.5715 -1.4 -2.1 0.7 0.394
O -2.3803 0.8543 0.3166 1.1 -0.8 -0.4 -0.535
O 2.3308 0.5518 2.7562 -0.1 0.1 -1.5 -0.519
H 3.4055 0.5714 1.0500 -0.6 0.1 -0.2 0.117
H 1.2414 -1.1889 -0.1016 -0.2 -0.1 0.0 0.209
H 0.2187 -0.7998 1.3673 0.1 0.1 0.0 0.218
H 0.3055 1.6682 0.5386 -0.1 -0.1 -0.1 0.221
H 0.8201 0.9756 -1.0793 0.1 0.1 0.1 0.209
H -1.6890 -1.7374 -1.0973 0.0 0.0 -0.1 0.241
H -3.0166 -0.6724 -1.6567 0.2 0.0 0.2 0.239
H -1.3726 -0.5033 -2.3300 0.0 -0.1 0.1 0.234